# C4H12NO2P

One molecule with the formula C4H12NO2P in a non-equilibrium geometry (the ωB97M-V functional and the def2-TZVPD basis, the Open Molecules 2025 dataset).

Results
HOMO (spin up / spin down) in eV: -6.3 / -9.0
DFT total energy in a.u.: -705.9798
2S+1: 3
Gap between HOMO and LUMO (spin up / spin down) in eV: 7.2 / 7.8
<S²>: 2.009

Geometry (Å):
1 C -2.11040 1.50671 -0.14897
2 C 0.76430 -2.42385 0.68123
3 C -1.17703 0.71829 0.75894
4 C 1.30582 -1.00469 0.75626
5 N 1.02540 1.54284 -0.74560
6 O -0.29336 -0.60583 -2.06198
7 O 1.49031 1.34780 -2.08152
8 P 0.24705 0.14235 -0.22616
9 H -1.64058 2.43589 -0.45917
10 H -2.31742 0.92029 -1.04004
11 H -3.04431 1.73492 0.35961
12 H 1.41532 -3.10904 1.22224
13 H -0.23966 -2.48121 1.10660
14 H 0.70212 -2.72683 -0.36147
15 H -1.67292 -0.16616 1.16156
16 H -0.80507 1.32565 1.58885
17 H 2.31065 -0.95641 0.32865
18 H 1.33904 -0.63453 1.78530
19 H 1.85524 1.79140 -0.20778
20 H 0.84552 0.64242 -2.41655

# C4H12NO2PS

One molecule with the formula C4H12NO2PS in a non-equilibrium geometry (the ωB97M-V functional and the def2-TZVPD basis, the Open Molecules 2025 dataset).

Results
HOMO in eV: -8.7
DFT total energy in a.u.: -1104.3979
SMILES: CC(C)N(C)P(O)(O)=S
Gap between HOMO and LUMO in eV: 9.2

Geometry (Å):
1 C -2.16753 0.32838 -0.67847
2 C -0.69230 0.46351 -0.84680
3 C -0.13836 -0.73652 -1.58622
4 N -0.14567 0.40396 0.46492
5 C -0.58435 -0.63713 1.36113
6 P 1.75249 0.71426 0.48940
7 O 2.23986 -0.84980 0.56848
8 O 1.99533 1.17364 2.04058
9 S 2.73056 1.90775 -0.68698
10 H -2.23356 -0.77165 -0.50128
11 H -2.75823 0.94047 0.05974
12 H -2.72809 0.38109 -1.72631
13 H -0.18006 1.28092 -1.18241
14 H 0.82413 -0.50988 -1.89006
15 H -0.80450 -0.76404 -2.54784
16 H -0.09453 -1.84714 -1.25889
17 H -0.14162 -0.59407 2.37943
18 H -1.66233 -0.53257 1.44087
19 H -0.32799 -1.61446 0.95236
20 H 3.08253 -0.91140 1.07516
21 H 2.03419 2.17466 2.07322

# C4H12NO2S

A 3-piece molecular cluster, C4H12NO2S overall in a non-equilibrium geometry (the ωB97M-V functional and the def2-TZVPD basis, the Open Molecules 2025 dataset).

Results
HOMO in eV: -3.9
Charge: -1
DFT total energy in a.u.: -762.8471
Gap between HOMO and LUMO in eV: 5.2

Geometry (Å):
1 C 0.28197 1.14770 -0.76127
2 C 0.69680 -0.35767 -0.50306
3 C 2.08444 -0.69949 0.21504
4 S 3.41480 0.33073 -0.44266
5 N -0.51153 -1.03102 0.04270
6 C -1.13802 -0.44231 1.32424
7 O -2.18286 0.41600 1.00795
8 H 1.09256 1.50959 -1.45922
9 H 0.35045 1.59076 0.27754
10 H -0.79355 1.11529 -1.19733
11 H 0.84728 -0.72339 -1.55172
12 H 2.43460 -1.74625 -0.12402
13 H 1.75878 -0.80019 1.30066
14 H 2.21429 1.05539 1.13790
15 H -0.32691 -2.02623 0.11825
16 H -0.09428 0.02667 1.71622
17 H -1.51939 -1.18172 1.96221
18 H -3.20381 0.24132 -1.61823
19 H -2.60506 0.58677 -0.25795
20 O -2.80058 0.98804 -1.18724

# C4H12NO2S

A 3-piece molecular cluster, C4H12NO2S overall in a non-equilibrium geometry (the ωB97M-V functional and the def2-TZVPD basis, the Open Molecules 2025 dataset).

Results
HOMO in eV: -3.7
Charge: -1
DFT total energy in a.u.: -762.7783
Gap between HOMO and LUMO in eV: 3.6

Geometry (Å):
1 C -1.08202 -0.13209 0.56524
2 N -0.80328 -1.21504 -0.33174
3 C -0.76529 -2.46256 0.58797
4 O -0.61393 -2.29360 1.84750
5 C -0.86334 1.22563 -0.08373
6 C 0.60593 1.36930 -0.56795
7 S 1.60406 2.15692 0.66136
8 H -0.52458 -0.30252 1.51459
9 H -2.13831 -0.14731 0.90929
10 H 1.92197 -1.79036 1.13540
11 H -0.00641 -3.17455 0.17097
12 H -1.72997 -2.83986 0.19119
13 H -1.48411 1.26028 -0.98956
14 H -1.12732 2.14435 0.43245
15 H 1.04150 0.40041 -0.87479
16 H 0.67328 1.95257 -1.47468
17 H 1.74175 -1.10677 1.36828
18 H -0.14792 -0.55112 -3.69406
19 H -0.46384 -0.71346 -1.26711
20 O -0.10988 -0.37355 -2.76186

# C4H12NO2S

A 2-piece molecular cluster, C4H12NO2S overall in a non-equilibrium geometry (the ωB97M-V functional and the def2-TZVPD basis, the Open Molecules 2025 dataset).

Results
HOMO in eV: -3.6
Charge: -1
DFT total energy in a.u.: -763.0419
Gap between HOMO and LUMO in eV: 6.8

Geometry (Å):
1 C -0.65630 1.03339 0.51851
2 O -2.00548 0.84132 0.68687
3 C -0.00978 -0.21236 -0.14914
4 C 1.46905 -0.38446 0.17518
5 C 2.33637 -1.11927 -0.82654
6 S 1.93959 -2.86477 -1.08561
7 N -0.70848 -1.46536 0.17574
8 H -0.38566 1.89842 -0.11373
9 H -0.17008 1.17622 1.51455
10 H -0.08735 -0.06439 -1.23462
11 H 1.98073 0.58879 0.20818
12 H 1.59921 -0.70158 1.19588
13 H 3.38474 -0.98612 -0.58595
14 H 2.26298 -0.59198 -1.78800
15 H 0.70491 -2.81417 -0.55596
16 H -1.15529 -1.31767 1.07866
17 H -1.50041 -1.50397 -0.43849
18 H -3.38998 3.01107 -0.24489
19 H -2.64130 2.26788 0.86945
20 O -2.96747 3.20901 0.59990

# C4H12NO2S

A 2-piece molecular cluster, C4H12NO2S overall in a non-equilibrium geometry (the ωB97M-V functional and the def2-TZVPD basis, the Open Molecules 2025 dataset).

Results
HOMO (spin up / spin down) in eV: -3.5 / -7.4
DFT total energy in a.u.: -762.8238
2S+1: 2
Gap between HOMO and LUMO (spin up / spin down) in eV: 3.5 / 7.5
<S²>: 0.753

Geometry (Å):
1 O -0.37314 -0.74330 2.11393
2 C 0.03705 0.32319 1.71234
3 C 0.24832 0.28653 0.12709
4 C -0.76712 1.13996 -0.62326
5 C -0.91812 2.67372 -0.34348
6 S 0.69815 3.56101 -0.49678
7 N -0.06957 -1.20505 -0.24462
8 H 0.20239 1.12804 2.29542
9 H 1.22175 0.44851 -0.17072
10 H -0.73319 0.80040 -1.60482
11 H -1.73784 0.76598 -0.55505
12 H -1.24638 2.82960 0.67963
13 H -1.79278 3.04932 -1.04907
14 H 0.06790 4.59301 0.19425
15 H -0.11824 -1.62671 -1.14210
16 H -0.98051 -1.45342 0.02951
17 H 0.68911 -1.89346 0.09019
18 H 2.45570 -4.57648 -0.75481
19 H 1.54958 -5.50109 0.00227
20 O 1.56692 -4.59975 -0.25992